# 1
Density functional theory data (the ωB97M-V functional and the def2-TZVPD basis) for 10 unconnected molecules or ions with the total composition C40H70N10 in a non-equilibrium geometry.

```
120
Properties=species:S:1:pos:R:3:lowdin_charge:R:1
N 24.1828 -2.0405 -11.0463 0.173
C 28.9799 5.6248 -8.7722 -0.267
H 29.1759 4.0411 -10.1799 0.123
H 30.0044 5.9185 -9.0010 0.120
C 32.8247 4.0265 0.3458 -0.258
C 27.8707 9.1528 -1.5128 -0.091
H 25.6491 3.1133 -6.3463 0.064
C 23.5815 0.6570 -5.0224 -0.194
H 29.6144 0.5819 -4.5797 0.068
N 28.4730 1.8620 -7.2182 0.186
H 27.1171 8.2641 -3.9313 0.109
H 30.2455 8.1475 -3.4581 0.079
H 28.4049 0.8017 -3.3573 0.068
H 30.6531 0.6009 -2.1756 0.103
H 28.3996 7.0709 -2.0835 0.083
H 26.6215 4.3492 -7.1133 0.078
H 23.1677 -1.7193 -8.2148 0.110
C 30.7407 8.6140 -4.3098 -0.232
N 21.3959 7.7093 -5.9695 0.397
H 23.0079 3.1681 -6.4367 0.056
H 18.9989 -0.6430 -5.6311 0.075
C 24.1887 -1.9471 -9.8916 -0.230
C 31.2185 7.6372 -5.4184 -0.193
H 22.6103 6.3312 -3.4474 0.154
C 22.8536 4.2431 -6.3435 -0.045
H 26.4748 6.7382 -3.4797 0.079
H 31.6385 9.0477 -3.8693 0.112
H 31.6214 3.0455 -3.8382 0.095
H 28.3334 5.0056 -3.6911 0.045
H 29.0973 4.1627 -5.0805 0.065
C 28.1974 6.8979 -8.4884 -0.093
H 21.7240 4.2356 -4.4511 0.140
C 26.6405 3.5663 -6.3552 -0.214
C 29.7917 9.7065 -4.8287 -0.101
H 32.9007 5.8605 1.4842 0.076
C 25.0806 -0.7131 -7.8899 -0.256
C 20.0184 -0.9695 -5.4258 -0.083
H 28.6910 9.5161 -2.1318 0.047
N 24.4784 1.3666 -4.9152 0.182
H 28.6114 -1.8382 -10.9520 0.083
C 26.6184 7.7527 -3.1080 -0.198
H 31.8526 6.8765 -4.9631 0.114
C 31.8678 8.2696 -6.5490 -0.223
H 30.2739 10.3286 -5.5828 0.075
C 27.6643 2.5951 -6.8491 -0.225
H 24.9633 -0.5745 -6.8152 0.078
H 20.8473 1.0203 -4.9525 0.102
C 25.2914 8.3952 -2.9804 -0.203
H 26.7909 3.2403 -4.2875 0.101
H 25.4475 1.3838 -8.2213 0.040
H 28.4462 5.3773 -10.8873 0.133
H 26.9362 -1.7596 -11.6768 0.068
H 28.5020 1.9017 -11.7880 0.100
C 27.6000 -1.4393 -10.8738 -0.102
N 28.6013 -0.1886 -14.0854 0.149
H 33.5037 5.5660 -1.0610 0.127
H 33.8109 3.6532 0.6220 0.114
H 28.3470 9.0811 -0.5350 0.079
H 27.0213 7.1948 -1.0785 0.113
H 27.2198 6.7207 -8.0400 0.062
H 22.3727 -0.7352 -4.0751 0.129
H 29.6083 0.6387 -11.3187 0.116
C 27.6540 0.0797 -10.6964 -0.250
H 31.3027 5.3380 1.1238 0.071
C 24.7674 0.5950 -8.5426 -0.121
C 22.0535 6.9814 -5.3091 0.038
H 26.6721 0.5502 -10.7463 0.084
C 30.4305 1.5234 -2.7118 -0.196
C 26.9067 4.0771 -4.9763 -0.257
H 33.3734 3.8998 -1.7339 0.104
H 22.8491 -1.1270 -5.6757 0.111
C 28.4867 4.8491 -9.9346 -0.195
H 27.9751 0.3093 -9.6804 0.083
H 23.3974 4.1098 -4.2009 0.110
H 27.1788 -1.9142 -9.9877 0.051
C 22.8332 6.0849 -4.4856 -0.118
H 32.1701 3.1553 0.3219 0.108
C 24.2277 -1.8290 -8.4440 -0.194
H 19.9397 -1.3459 -4.4059 0.075
H 23.7512 0.9093 -8.3043 0.069
H 27.1557 9.9740 -1.4639 0.087
H 23.9090 6.2363 -4.5750 0.159
H 30.1298 2.2606 -1.9673 0.082
H 28.7547 7.6299 -7.9040 0.061
C 32.2506 1.1245 -4.5092 -0.237
C 32.2846 4.9641 1.4139 -0.101
H 32.3011 4.4585 2.3794 0.080
C 22.6698 4.6233 -4.8294 -0.189
H 20.2619 -1.7893 -6.1015 0.078
C 28.5955 0.8214 -11.6778 -0.175
H 29.3267 10.3212 -4.0580 0.061
C 22.4530 -0.3083 -5.0749 -0.190
H 26.1340 -0.9373 -8.0579 0.106
H 32.5828 1.9734 -2.7724 0.094
N 24.2499 8.9103 -2.8367 0.144
C 27.1676 4.2414 -9.7204 -0.196
H 30.3889 7.0135 -5.7513 0.088
H 26.1504 4.8066 -4.6864 0.075
H 21.9470 4.4994 -6.8917 0.083
C 28.2676 4.7916 -4.7578 -0.099
N 32.4658 8.8177 -7.4015 0.153
C 27.5392 7.7105 -1.8872 -0.228
H 28.9646 9.2376 -5.3617 0.057
H 27.9606 7.3812 -9.4363 0.082
N 26.1288 3.7222 -9.5380 0.171
H 21.1778 0.4302 -6.5980 0.106
C 28.6205 0.2458 -13.0307 -0.246
N 32.6024 0.3859 -5.3178 0.148
C 31.6281 4.9449 -1.6603 -0.214
H 29.0732 4.9980 -7.8853 0.094
H 28.8924 2.1644 -4.2039 0.025
C 21.0954 0.1429 -5.5498 -0.252
N 30.6119 5.1942 -2.1505 0.169
H 24.5056 -2.7886 -8.0081 0.126
H 24.7489 0.5494 -9.6315 0.066
C 31.7355 2.0312 -3.4557 -0.187
C 32.9380 4.6343 -1.0563 -0.168
H 28.3053 5.7841 -5.2067 0.059
H 23.6956 4.7543 -6.8102 0.086
C 29.3054 1.2507 -3.7764 -0.095
```

Summary:
**Net charge**: +1
**M**: 691.1 u
**HOMO-LUMO gap (spin up / spin down)**: 8.18 / 1.24 eV
**Expectation value of S²**: 0.7608
**Spin multiplicity**: 2
**Energy above the lowest of the compared OMol25 structures with the same formula, charge and spin**: 0.111 eV

# 2
Density functional theory data (the ωB97M-V functional and the def2-TZVPD basis) for 3 unconnected molecules or ions with the total composition C40H71Br2ClF7N4O9P2 in a non-equilibrium geometry.

```
136
Properties=species:S:1:pos:R:3:lowdin_charge:R:1
H -7.2427 -0.9381 7.0924 0.091
H 7.0000 -3.3745 -5.9450 0.067
C 3.1919 4.6023 2.6166 -0.116
C -0.4747 -1.4430 0.6911 -0.174
N 5.1126 -2.7087 -3.8116 -0.099
Cl 4.5700 2.6306 1.3938 0.685
H 2.5720 5.2954 0.2026 0.091
H 3.5106 -4.2625 -6.3753 0.093
H -8.0148 -3.0936 7.2493 0.081
N 0.9303 -1.7076 -4.0750 0.143
C 7.5232 -1.9720 -3.8138 -0.014
H 6.9563 -6.0770 -3.3488 0.116
F -0.4697 7.2206 2.6286 0.016
H -6.1532 -5.9575 3.4222 0.090
Br -0.6791 9.0015 -1.0371 0.850
H 1.9244 -1.5927 -3.9073 0.074
H -6.0628 -5.8142 5.1782 0.093
F -1.5210 9.1436 1.4797 0.078
O -0.4604 -1.0854 4.4043 -0.190
H 7.1964 -1.6208 -4.7863 0.063
C -0.5560 -0.7632 2.0616 -0.176
H 5.7853 -0.8105 -2.0354 0.084
C 0.0576 5.6813 -0.6968 -0.199
H 4.6546 -5.4350 -3.8110 0.126
H 2.3879 5.8883 -2.1053 0.037
H -6.0481 -3.8747 2.0282 0.125
H -1.1516 0.9755 -0.0137 0.083
O -2.4640 2.8954 -3.7305 -0.066
H 7.5947 -4.8651 -4.4318 0.105
C -0.7414 -1.8383 5.5790 -0.087
H 3.4221 1.8440 -0.9195 0.146
H 3.6417 4.1119 -0.5313 0.121
H -7.3965 -4.4110 6.2976 0.063
H 7.8855 -1.0958 -3.2768 0.079
C -1.7482 3.2330 -0.7042 -0.383
H 5.7596 -2.2037 -6.4130 0.093
H -0.1397 -2.6393 3.0658 0.130
H -3.2783 3.2862 -3.3897 0.101
H 0.1083 -2.3646 0.8090 0.116
C -0.7744 -1.7477 3.2029 -0.251
H -4.0440 -5.2302 2.9782 0.090
O 2.6125 3.7468 -3.1469 -0.353
H -3.3567 -3.7109 3.5737 0.052
H -0.9877 1.0681 -4.1875 0.090
F -2.4619 4.4061 -0.8548 0.074
H 1.2925 -0.7814 -0.3567 0.124
H -7.3915 -5.0661 4.2844 0.067
H -7.5478 -1.8758 2.3417 0.112
N 1.6161 3.6188 -0.6014 0.023
C -0.5229 3.2046 -1.6713 -0.121
H -0.8315 5.9800 -1.2433 0.081
C 0.2723 -0.5696 -4.6027 -0.503
H 0.4132 1.2430 0.6275 0.117
H 7.7338 -4.0376 -2.1058 0.126
C -0.3888 0.3744 -3.5984 -0.102
C -1.1823 8.1790 0.6346 -0.931
C -5.9541 -3.2129 2.8931 -0.135
F -1.2871 3.2502 0.5614 0.133
C 3.6023 -3.6631 -5.4693 -0.045
H 3.6219 4.1157 3.4946 0.082
O -1.4555 5.1919 -3.2891 -0.112
C 5.9391 -3.2446 -6.1404 -0.034
O -4.3679 -2.4293 5.3531 -0.037
C 0.2122 -0.6077 -0.4106 -0.159
C -0.1161 7.2501 1.3105 -0.803
C 5.4351 -5.0645 -4.4829 -0.130
C -6.3275 -5.2847 4.2623 -0.036
H -1.8201 -2.0927 3.2177 0.114
N -5.4149 -3.1627 5.2958 -0.103
H 6.0381 -4.4139 -1.8420 0.124
C 0.3085 1.8361 -1.4847 -0.195
C -0.1618 5.8082 0.8107 -0.161
H 3.8579 5.4183 2.3281 0.086
F -2.5202 1.0803 -1.5635 0.096
H 3.2953 -2.6425 -5.7031 0.085
F -3.1885 1.7163 0.4102 0.125
C 6.7575 -4.0766 -2.5948 -0.137
H -5.1989 -2.4604 2.6424 0.120
C -5.4466 -4.0437 4.0752 -0.487
H 1.2225 1.7755 -3.4386 0.108
H -1.5159 -1.3264 6.1576 0.087
H 0.9666 5.5507 -3.7540 0.041
H -1.0961 -2.8442 5.3334 0.083
C 5.0389 -3.6693 -4.9745 -0.486
H -0.1113 -0.9786 -1.3825 0.083
C 6.3850 -2.6476 -3.0148 -0.473
O 4.0547 -2.6974 -3.0883 -0.054
H 5.3900 -2.2670 -1.1119 0.075
F -2.2794 7.4260 0.4095 0.049
H 1.4319 0.3249 -2.4723 0.117
O 2.5504 1.5547 -0.5959 0.156
H 0.3746 -0.2240 2.2833 0.121
C -4.0261 -4.5319 3.8163 -0.038
P 1.7094 4.8663 -2.7915 0.838
H -8.6566 -3.3752 5.6357 0.086
C 6.1286 -1.8112 -1.7657 -0.053
H 2.2591 2.8681 1.7368 0.106
H -1.0576 -0.2149 -2.9637 0.108
C -7.2785 -2.5133 3.1860 -0.173
H -1.4719 -1.7505 0.3559 0.122
H 5.6913 -3.8642 -7.0022 0.091
H -3.6287 -5.0501 4.6898 0.096
H -2.3487 5.4378 -3.0158 0.105
C 2.7629 4.2256 0.1123 -0.132
H -1.1491 5.4566 1.1174 0.120
H -5.8833 -1.9339 7.6370 0.094
H 0.5715 5.2303 1.3730 0.103
C 1.5782 2.3647 -0.9075 -0.311
H 2.2213 5.0135 2.9016 0.074
H -1.3865 -0.0468 2.0786 0.117
H 2.9183 -4.0572 -4.7230 0.076
C -6.3199 -1.4270 6.7759 -0.048
H -5.6212 -0.6691 6.4326 0.076
C -7.7458 -3.3864 6.2352 -0.014
C -2.8809 2.1413 -0.8199 -0.298
O 0.2459 -0.3496 -5.7667 0.138
H 0.8024 6.4478 -0.9522 0.044
C 6.7707 -5.0777 -3.7455 -0.170
C 0.5458 4.3607 -1.3175 -0.319
C -0.1040 0.8843 -0.2712 -0.096
H 0.4665 -2.0968 -3.2645 0.081
O -0.0373 3.4127 -4.3806 -0.218
C -7.1672 -1.6612 4.4452 -0.140
H -6.4731 -0.8370 4.2513 0.122
H 0.1713 -1.9081 6.1785 0.086
H 8.3712 -2.6403 -3.9639 0.087
C 3.0517 3.5816 1.4948 -0.671
H -8.1312 -1.2120 4.6955 0.125
Br 1.6504 8.0275 1.2151 0.854
H 5.4576 -5.7339 -5.3458 0.128
C 0.6991 1.0775 -2.7787 -0.110
H -3.7749 2.5957 -1.2556 0.168
C -6.6692 -2.4268 5.6786 -0.473
H -8.0859 -3.2436 3.2846 0.105
H 7.0701 -1.7185 -1.2220 0.091
P -1.1003 3.6376 -3.4151 0.490
```

Summary:
**Net charge**: +1
**M**: 1142.2 u
**HOMO-LUMO gap (spin up / spin down)**: 6.72 / 7.93 eV
**Expectation value of S²**: 2.0084
**Spin multiplicity**: 3

# 3
Density functional theory data (the ωB97M-V functional and the def2-TZVPD basis) for a molecular structure, C40H73AsCrN3O5PSi3Te in a non-equilibrium geometry.

```
128
Properties=species:S:1:pos:R:3:lowdin_charge:R:1
H -0.6693 4.5427 -1.0602 0.108
C -0.8601 -3.9712 -4.2195 -0.193
C -0.0960 3.2715 -2.7214 -0.435
C -4.1005 2.0619 0.0696 -0.200
H -3.0194 -4.2339 4.7996 0.013
H -0.9102 6.6276 -2.6920 0.102
H 1.7503 1.4972 5.7556 -0.007
H -5.0387 1.3071 -3.1792 0.098
O 2.8242 -1.7721 1.2235 -0.090
H -2.0887 2.7721 0.4293 0.087
H -5.8838 1.2585 -0.8804 0.099
C 0.2856 5.6038 -4.1738 -0.211
Si -2.4092 -3.3850 2.5035 0.092
C 1.6538 2.1149 1.1763 -0.203
H -1.9163 1.6429 3.5774 -0.001
C -1.5069 -3.4834 -1.8241 -0.149
C -0.7245 -0.3799 6.7376 -0.247
H 3.5438 -3.2170 2.8354 -0.004
C -2.1065 1.5927 -1.4010 -0.438
C -2.6925 -3.2765 4.3834 -0.263
H 4.3720 -3.4417 4.3861 0.012
O 4.6860 3.7110 -0.0790 0.049
H 4.2009 0.0414 3.1942 0.003
H -2.5970 2.2777 -3.4184 0.091
H 4.9193 -0.3928 4.7449 0.017
Si 2.6727 -1.5307 4.4328 0.237
C 2.6013 -1.7365 6.3525 -0.268
H -2.8979 3.5498 -0.9175 0.088
C 0.2765 2.4028 1.6168 -0.662
N 0.3539 -1.8197 0.1124 0.035
H 1.6653 -4.0068 -2.6910 0.111
Si -0.3324 0.3123 4.9835 0.239
H -1.0754 0.3978 7.4242 0.009
C 2.5538 3.1146 0.8483 0.043
H -1.4934 -1.1535 6.6762 0.003
H 4.2481 4.5673 -0.0363 0.095
H 0.9598 -5.1719 -1.5737 0.125
H -0.3361 -0.4812 -2.2094 0.085
C -0.1303 0.4130 -4.1598 -0.194
C 0.7185 -4.4117 -2.3272 -0.150
H 3.6093 0.7869 4.6774 0.002
H -1.8338 4.5104 -2.3901 0.097
H -1.3035 -4.3704 -5.1346 0.103
H -2.1648 0.6107 -0.9138 0.036
H -3.8889 -5.4013 2.4591 0.011
C 0.2120 0.3548 -2.6546 -0.389
C -0.1676 5.8265 -2.7319 -0.203
H -2.8724 -4.0028 -3.3958 0.108
H -1.7647 -2.9761 4.8715 -0.029
H -3.9601 1.4419 0.9564 0.054
C -2.9353 1.5302 -2.6929 -0.195
N 1.9467 0.7965 1.0661 0.105
H 1.7009 1.3268 -4.8802 0.098
C -3.9122 -4.4349 1.9473 -0.271
H -1.7979 -4.4413 -1.3746 0.125
H 0.3295 2.4915 6.0907 0.016
C -2.0122 1.0880 4.5105 -0.237
H 0.1691 -0.8343 7.1689 -0.019
H -2.7778 0.3238 4.3651 -0.010
H -1.9763 -2.6954 -1.2309 0.064
P -0.2473 1.8132 -1.5245 1.205
C -2.7430 2.5895 -0.4219 -0.208
H -3.9190 -4.6187 0.8702 -0.002
H 1.3676 -1.6974 -5.0828 0.084
H -0.7272 -0.4666 -4.4277 0.099
H -2.3608 1.7834 5.2808 0.017
H -4.6378 2.8474 -2.4148 0.104
N -0.0573 -3.3126 -1.7611 -0.086
H 1.9622 2.7410 -3.2301 0.075
H 2.1227 -1.9403 -2.9375 0.079
H -4.8481 -3.9323 2.2003 0.009
H -2.1856 -2.3880 -3.5615 0.095
C 3.2101 0.4805 0.6856 -0.169
H 3.4474 -0.8352 -3.1974 0.113
C -1.9544 -3.4200 -3.2890 -0.159
C 3.4114 -3.2114 3.9155 -0.241
H -1.1460 -5.3760 1.5870 0.009
H 2.7010 -4.0035 4.1679 0.011
C 1.7088 0.0981 -2.4051 -0.224
H 2.2241 4.1418 0.9633 0.125
H 2.8420 -0.8090 -5.4332 0.099
O 4.7130 -1.2727 0.1255 -0.042
C 4.1366 1.4287 0.3031 0.057
H -0.7406 1.2853 -4.3941 0.073
O -0.1444 3.5501 1.7665 0.021
H 1.3831 4.0050 -5.1388 0.099
H -3.4551 -2.5262 4.6044 0.014
C 2.3673 -0.9449 -3.3108 -0.156
H 0.7983 0.4279 -6.1016 0.105
C -0.8990 -4.5032 2.1990 -0.243
C 3.6272 -1.0022 0.6710 -0.682
C 1.1099 0.4232 -5.0517 -0.203
C 0.7851 1.8204 5.3574 -0.214
H -0.1840 -3.1626 -4.5084 0.086
C 3.9779 -0.1467 4.2458 -0.203
C -0.0481 -5.0432 -3.4951 -0.181
H -0.7224 -5.8261 -3.1377 0.108
H 2.4453 -0.7757 6.8510 0.000
Cr 0.1874 -0.4084 1.3508 0.025
H -0.4859 -4.8465 3.1485 0.018
H 0.6660 -5.5181 -4.1705 0.106
C 3.7897 2.7711 0.3584 -0.294
O -0.4139 1.3392 1.8120 -0.278
C -4.7995 1.2320 -1.0196 -0.213
H 2.2702 1.0310 -2.4788 0.088
H -4.4861 0.1874 -0.9337 0.081
H 1.8229 -0.2325 -1.3777 0.071
H -4.7334 2.9099 0.3509 0.103
H 1.7979 4.0844 -2.1201 0.109
H -0.5651 5.2324 -4.7531 0.106
C 1.9563 -0.8207 -4.7918 -0.190
H 3.5177 -2.1736 6.7622 0.006
As 0.4970 -1.4011 3.6285 0.734
H 1.7698 -2.3935 6.6165 0.005
C -4.4280 1.7726 -2.3995 -0.205
H 0.6893 6.1543 -2.1367 0.107
H -2.8109 0.5445 -3.1517 0.101
C -0.7693 4.5336 -2.1496 -0.202
C 1.4368 4.5809 -4.2098 -0.194
H -0.1140 -3.9374 1.6951 -0.018
H 0.9697 2.3993 4.4489 0.013
Te -2.4248 -1.1644 1.4125 0.641
H 5.1098 1.1030 -0.0346 0.124
C 1.3655 3.6233 -3.0124 -0.213
H -0.5728 3.0165 -3.6733 0.082
H 0.6057 6.5451 -4.6291 0.096
H 2.4012 5.0982 -4.2038 0.103
C 0.4291 -2.6299 -0.7209 -0.183
```

Summary:
**Net charge**: -2
**M**: 1045.8 u
**HOMO-LUMO gap (spin up / spin down)**: 4.21 / 5.29 eV
**Expectation value of S²**: 6.0399
**Spin multiplicity**: 5
**Energy above the lowest of the compared OMol25 structures with the same formula, charge and spin**: 1.450 eV

It is found that the E values, taken in the order of the records, are -57502.28760, -257219.86798, -186855.34433 eV.